Version i
Below is 2 unconnected molecules or ions with the total composition C3H8N3O, with properties calculated with ωB97M-V/def2-TZVPD.

Geometry as XYZ:
```
15
Properties=species:S:1:pos:R:3
H 2.09510 0.30156 1.28002
H -2.49754 -0.85484 0.57072
N 2.18837 -0.31804 0.49784
H -2.94130 1.46904 0.23466
C 1.46676 1.43449 -0.39312
C -1.72652 -0.25145 0.19026
H -0.61613 -1.89287 0.33166
N -0.60785 -0.89159 -0.03058
O 1.12483 2.42130 0.15541
H 0.25130 -0.47948 -0.35031
H -1.33276 1.51001 -0.51894
H 1.98870 -0.05630 -1.62347
H 3.11630 -0.73080 0.28815
N -2.06748 0.93549 -0.13484
C 1.68078 0.18812 -0.65401
```

Molar mass: 102.1 g mol⁻¹
LUMO: -3.23 eV
E_HOMO: -12.34 eV
Frontier orbital gap: 9.11 eV
Charge: +1

Mulliken charges in e: 0.199 0.384 -0.468 0.301 0.412 0.130 0.247 -0.310 -0.393 0.366 0.208 0.472 0.235 -0.308 -0.475

Version ii
Below is a gas-phase ion, C3H8N3O (charge +1), with properties calculated with ωB97M-V/def2-TZVPD.

Geometry as XYZ:
```
15
Properties=species:S:1:pos:R:3
H 1.53722 1.48367 1.64574
H -2.71954 1.79116 -0.30895
N -0.02448 -0.10919 -0.68295
H -0.45062 -2.09396 -0.22136
C 0.15361 0.13904 0.70143
H 2.03393 -0.14408 1.29144
H 0.98935 -1.69139 -1.30373
N 1.51400 0.68649 0.91830
H 2.06905 1.00268 0.07113
H -0.70738 -1.68652 -1.98442
C -0.04014 -1.47901 -1.05792
C -1.84552 1.12634 -0.17488
H -0.00678 -0.77962 1.27578
O -1.25582 0.56072 -1.16127
N -1.24687 1.19368 0.99165
```

Molar mass: 102.1 g mol⁻¹
LUMO: -3.86 eV
E_HOMO: -14.02 eV
Frontier orbital gap: 10.16 eV
Charge: +1

Mulliken charges in e: 0.392 0.373 0.024 0.327 -0.111 0.406 0.348 -0.311 0.400 0.289 -0.816 0.142 0.338 -0.290 -0.510

Going by the energies, version i is most stable and the next is 1.621 eV up.

Version i
Below is a molecular structure, C3H8N3O, with properties calculated with ωB97M-V/def2-TZVPD.

Geometry as XYZ:
```
15
Properties=species:S:1:pos:R:3
N -1.33483 -0.80821 0.08413
H 0.27780 -1.49979 -1.03936
H -0.43760 -2.59382 0.04446
H 1.21006 1.94361 2.21170
O -0.02082 -0.32696 1.18060
H 2.28110 0.74889 1.47312
C 1.51241 1.49077 1.26892
C -1.44459 0.44479 -0.63234
H -1.22528 -2.18856 -1.39231
H -1.49004 0.29000 -1.71569
N -0.62555 -1.82856 -0.63010
H 1.88930 2.25848 0.60220
H -2.37238 0.92471 -0.30436
C 0.32034 0.84304 0.65914
N -0.32196 1.30135 -0.32776
```

Molar mass: 102.1 g mol⁻¹
LUMO: -5.45 eV
E_HOMO: -14.48 eV
Frontier orbital gap: 9.03 eV
Charge: +1

Mulliken charges in e: -0.192 0.380 0.367 0.298 -0.372 0.333 -0.992 -0.423 0.394 0.380 -0.148 0.326 0.284 0.799 -0.435

Version ii
Below is a gas-phase ion, C3H8N3O (charge +1), with properties calculated with ωB97M-V/def2-TZVPD.

Geometry as XYZ:
```
15
Properties=species:S:1:pos:R:3
C 1.46451 -0.11719 0.02684
H 0.58073 1.78224 1.04126
H 2.04450 -0.25390 0.99648
N -0.80488 0.63277 0.05868
H 0.91027 1.86214 -0.65296
H -1.59148 -2.51830 -0.05381
H -2.70023 -1.24663 0.49920
N 0.48204 -1.11797 -0.16717
C 0.57911 1.16220 0.10839
C -0.74244 -0.73617 0.05011
H 2.36877 -0.05561 -0.62270
N -1.75950 -1.55650 0.11160
H 0.64834 -2.14050 -0.14446
H -2.13800 1.69260 -1.08144
O -1.93432 1.41801 -0.13808
```

Molar mass: 102.1 g mol⁻¹
LUMO: -3.11 eV
E_HOMO: -13.93 eV
Frontier orbital gap: 10.82 eV
Charge: +1

Mulliken charges in e: -0.383 0.286 0.231 0.183 0.311 0.207 0.277 -0.157 -0.508 0.422 0.314 -0.369 0.249 0.377 -0.440

Going by the energies, version ii is most stable and the next is 2.210 eV up.

Version i
Below is 2 unconnected molecules or ions with the total composition C3H11N2, with properties calculated with ωB97M-V/def2-TZVPD.

Geometry as XYZ:
```
16
Properties=species:S:1:pos:R:3
H -0.80929 1.19204 -0.70870
H 2.58127 -0.92064 0.57584
H -0.13844 0.28173 0.61862
H -2.40566 -0.89212 -0.27424
N 1.47680 0.68536 1.30432
C -0.31890 -0.74412 -1.30670
H -2.81255 0.87144 0.17419
C 2.56185 0.12134 0.96844
N -0.70219 0.27927 -0.23513
C -2.08219 0.03600 0.27752
H 0.44473 -0.33427 -1.97170
H 1.65183 1.71648 1.10503
H 3.57796 0.54232 0.92660
H 0.00347 -1.79210 -0.74572
H -1.86668 -0.07156 1.30512
H -1.16202 -0.97117 -2.01349
```

Molar mass: 75.1 g mol⁻¹
LUMO: -3.14 eV
E_HOMO: -14.62 eV
Frontier orbital gap: 11.48 eV
Charge: +1

Mulliken charges in e: 0.351 0.208 0.453 0.317 -0.567 -0.967 0.327 -0.233 -0.058 -0.810 0.340 0.247 0.270 0.332 0.348 0.444

Version ii
Below is a gas-phase ion, C3H11N2 (charge +1), with properties calculated with ωB97M-V/def2-TZVPD.

Geometry as XYZ:
```
16
Properties=species:S:1:pos:R:3
H -1.54482 -0.36072 -1.42043
H 2.31166 0.99671 0.10298
H 1.73068 -1.34854 1.12091
H -0.69163 -1.70639 0.83554
H 1.98916 -0.12058 -1.08060
C -1.59786 0.94402 -0.08074
H 0.62562 0.76502 -0.63080
C 1.06519 -0.46134 0.78831
H 0.24461 -1.81630 -0.59793
N -0.87782 -0.09691 -0.71944
H -2.16784 1.51855 -0.82141
H -2.36999 0.52030 0.62421
C -0.25693 -1.08773 0.05699
H 0.86510 0.20063 1.65778
N 1.67936 0.35274 -0.29953
H -1.00449 1.70054 0.46415
```

Molar mass: 75.1 g mol⁻¹
LUMO: -3.24 eV
E_HOMO: -14.30 eV
Frontier orbital gap: 11.06 eV
Charge: +1

Mulliken charges in e: 0.262 0.304 0.348 0.340 0.298 -0.930 0.417 -0.646 0.417 -0.345 0.342 0.344 -0.490 0.357 -0.280 0.262

Going by the energies, version ii is most stable and the next is 0.796 eV up.

Version i
Below is a gas-phase ion, C3H11N2 (charge +1), with properties calculated with ωB97M-V/def2-TZVPD.

Geometry as XYZ:
```
16
Properties=species:S:1:pos:R:3
H -0.60619 0.42133 -1.84377
H 2.13345 0.45981 1.19347
H 0.61627 0.00335 1.86022
C 1.14366 0.11246 0.91825
H -1.97053 -0.32007 0.66847
H -2.41176 1.02842 -0.51591
H 1.92873 -1.29289 -0.37911
H -0.10555 1.78771 0.47636
N -0.52359 0.15397 -0.87524
H 1.06737 1.48762 -0.83778
C 0.39605 1.02837 -0.11908
N 1.15019 -1.23317 0.28227
H -2.37429 -0.71378 -0.95663
C -1.92868 0.07382 -0.34167
H 1.20202 -1.98906 0.94075
H 0.28285 -1.00790 -0.47061
```

Molar mass: 75.1 g mol⁻¹
LUMO: -3.12 eV
E_HOMO: -14.95 eV
Frontier orbital gap: 11.83 eV
Charge: +1

Mulliken charges in e: 0.267 0.369 0.347 -0.630 0.330 0.371 0.336 0.256 -0.423 0.421 -0.430 -0.352 0.363 -0.973 0.283 0.466

Version ii
Below is 2 unconnected molecules or ions with the total composition C3H11N2, with properties calculated with ωB97M-V/def2-TZVPD.

Geometry as XYZ:
```
16
Properties=species:S:1:pos:R:3
C 1.01455 -0.58456 -0.68503
H 2.42324 -1.10547 1.03825
H 1.28570 1.28532 0.20686
C -1.81360 -0.27497 -0.58909
H -2.98217 1.39127 -0.24877
H -0.89197 -0.71253 -0.03454
H 1.25070 0.35540 -1.17285
N 1.70410 0.87307 1.09731
H 0.79962 -1.08559 1.44924
H -1.90909 1.13455 0.87730
C 1.51396 -0.57482 0.72288
H 2.68269 1.05110 0.79570
H -1.38414 0.13443 -1.58885
H -2.44029 -1.13333 -0.79709
N -2.52670 0.67480 0.24229
H 1.27341 -1.42866 -1.31362
```

Molar mass: 75.1 g mol⁻¹
LUMO: -8.25 eV
E_HOMO: -13.85 eV
Frontier orbital gap: 5.61 eV
Charge: +1

Mulliken charges in e: -0.486 0.363 0.238 -0.311 0.255 -0.025 0.432 -0.588 0.296 0.245 -0.131 0.291 0.262 0.325 -0.468 0.300

Going by the energies, version i is most stable and the next is 5.361 eV up.

Version i
Below is 2 unconnected molecules or ions with the total composition C3H11N2, with properties calculated with ωB97M-V/def2-TZVPD.

Geometry as XYZ:
```
16
Properties=species:S:1:pos:R:3
C -0.40925 1.32807 1.00983
H -2.29381 2.18276 0.33520
N -0.44485 -0.20130 0.86409
C 1.44748 -2.30209 -1.67215
H 2.22842 -2.14493 0.05416
N 1.47677 -1.77002 -0.46902
H -1.06677 3.04669 -0.27523
H 0.70231 -2.04630 -2.41475
H -1.35199 -0.42804 0.44928
H -1.41083 1.62748 -1.03312
H -0.51593 1.46126 2.09745
H -0.44342 -0.60858 1.77786
C -1.28385 1.99431 -0.01789
H 0.71912 1.61010 0.82120
H 2.23457 -3.08222 -1.78253
H 0.41203 -0.66718 0.25562
```

Molar mass: 75.1 g mol⁻¹
LUMO: -3.14 eV
E_HOMO: -15.20 eV
Frontier orbital gap: 12.06 eV
Charge: +1

Mulliken charges in e: -0.192 0.365 -0.359 -0.177 0.165 -0.522 0.353 0.261 0.351 0.381 0.348 0.353 -1.234 0.246 0.225 0.437

Version ii
Below is 2 unconnected molecules or ions with the total composition C3H11N2, with properties calculated with ωB97M-V/def2-TZVPD.

Geometry as XYZ:
```
16
Properties=species:S:1:pos:R:3
H -0.09315 -2.38272 0.80995
H -1.27655 0.82033 1.60329
C -0.35568 1.34165 1.34818
H -1.03140 0.21225 -3.01864
H 0.60320 0.86662 -2.39524
H -1.75236 0.04063 -0.51232
H 1.47862 -2.29233 1.30316
N 0.23422 0.65481 0.16048
C -0.42727 0.55701 -2.18125
H -0.47537 2.39281 1.11882
H 0.59472 -0.28331 0.38057
H 1.02030 1.11695 -0.23577
H 0.29352 1.22816 2.21953
N 0.87687 -2.02454 0.55886
H 1.06123 -2.62732 -0.26517
C -0.75091 0.37901 -0.89445
```

Molar mass: 75.1 g mol⁻¹
LUMO: -2.91 eV
E_HOMO: -14.93 eV
Frontier orbital gap: 12.02 eV
Charge: +1

Mulliken charges in e: 0.299 0.352 -0.846 0.294 0.206 0.318 0.243 -0.003 -0.747 0.355 0.381 0.397 0.346 -0.938 0.278 0.064

Version iii
Below is a gas-phase ion, C3H11N2 (charge +1), with properties calculated with ωB97M-V/def2-TZVPD.

Geometry as XYZ:
```
16
Properties=species:S:1:pos:R:3
H 1.10295 0.35129 -2.14439
N -0.36771 -0.38008 -0.86482
H 1.11152 -1.21998 0.54235
H -1.04687 1.04512 -0.04755
H -0.07999 0.12462 2.46137
H -0.62473 -1.54819 0.78736
N -0.99936 1.33797 0.98963
C 0.18882 0.46010 1.43571
H -0.64408 2.29137 1.16592
H 1.20129 0.98916 1.30740
C 0.10192 -0.73885 0.48550
H -0.90517 -1.10615 -1.37337
H -1.87167 1.25734 1.47262
C 0.68716 -0.56832 -1.84597
H 1.63897 -1.16171 -1.56301
H 0.50695 -1.13370 -2.80876
```

Molar mass: 75.1 g mol⁻¹
LUMO: -3.35 eV
E_HOMO: -14.46 eV
Frontier orbital gap: 11.10 eV
Charge: +1

Mulliken charges in e: 0.334 -0.403 0.352 0.399 0.322 0.380 -0.300 -0.606 0.354 0.349 -0.366 0.286 0.321 -1.011 0.271 0.318

Going by the energies, version ii is most stable and the next is 0.549 eV up.

Version i
Below is 2 unconnected molecules or ions with the total composition C3H11N2, with properties calculated with ωB97M-V/def2-TZVPD.

Geometry as XYZ:
```
16
Properties=species:S:1:pos:R:3
H 0.55863 -0.60319 -0.63970
H 1.85422 0.23921 0.43992
H 0.97834 -0.88532 2.80919
H 0.74653 -0.00052 -2.25677
H -0.94447 1.11193 -2.46332
H -0.42405 -1.27206 -1.97108
C -0.01338 -0.26766 -1.51346
N 1.40547 0.57948 1.32511
H -0.87552 -0.20379 0.66107
N -0.55766 -0.66654 1.49810
C -1.05430 0.72495 -1.50458
H -1.17451 -1.12572 2.11453
H -2.09576 0.19075 -1.62063
H 2.10059 1.06593 1.89814
C 0.62819 -0.29729 1.98213
H -1.13234 1.40984 -0.75865
```

Molar mass: 75.1 g mol⁻¹
LUMO: -5.17 eV
E_HOMO: -14.85 eV
Frontier orbital gap: 9.68 eV
Charge: +1

Mulliken charges in e: 0.261 0.293 0.388 0.314 0.321 0.281 -0.880 -0.387 0.106 -0.101 -1.057 0.281 0.317 0.291 0.173 0.400

Version ii
Below is a molecular structure, C3H11N2, with properties calculated with ωB97M-V/def2-TZVPD.

Geometry as XYZ:
```
16
Properties=species:S:1:pos:R:3
H 1.06606 0.86055 -0.61268
H 0.33847 0.37006 1.64397
H -1.27710 0.95238 1.17309
H 0.14551 -3.80592 -1.19390
N -0.33168 -1.86848 -0.51231
N 0.08755 0.65354 -0.41339
H -0.18026 -0.65153 -0.53877
H -0.02111 2.84640 2.25130
H -0.81652 -2.26613 0.30617
H 0.66203 -2.31072 -2.27114
C -0.21176 1.07504 0.98851
C 0.23487 2.53044 1.22218
C 0.16919 -2.70268 -1.35266
H -0.26177 3.22016 0.52780
H -0.44779 1.24036 -1.04180
H 1.34757 2.63220 1.08776
```

Molar mass: 75.1 g mol⁻¹
LUMO: -4.14 eV
E_HOMO: -15.16 eV
Frontier orbital gap: 11.02 eV
Charge: +1

Mulliken charges in e: 0.309 0.321 0.356 0.260 -0.273 -0.579 0.472 0.340 0.241 0.242 -0.423 -1.121 -0.104 0.336 0.294 0.329

Version iii
Below is a gas-phase ion, C3H11N2 (charge +1), with properties calculated with ωB97M-V/def2-TZVPD.

Geometry as XYZ:
```
16
Properties=species:S:1:pos:R:3
H -1.97698 -2.22743 0.69059
H -0.47350 -0.40436 1.79842
H 1.72675 0.37219 -1.95209
H 2.85679 0.52513 -0.78758
H 0.08108 -1.43135 0.47385
H -0.78166 0.25638 -1.18497
C -0.46866 0.54915 -0.18389
N 1.87208 0.28361 -0.94049
H 1.29804 1.19932 0.86017
C -0.64246 -0.64890 0.74244
H -1.17235 1.33096 0.10647
H 1.73237 -0.70672 -0.72556
H -2.67257 -0.77078 1.10925
H 0.94028 2.13714 -0.60384
C 0.92179 1.15047 -0.15691
N -1.96213 -1.22648 0.54722
```

Molar mass: 75.1 g mol⁻¹
LUMO: -3.79 eV
E_HOMO: -12.88 eV
Frontier orbital gap: 9.09 eV
Charge: +1

Mulliken charges in e: 0.218 0.286 0.371 0.359 0.384 0.306 -0.547 -0.296 0.356 -0.532 0.321 0.313 0.223 0.330 -0.540 -0.551

Version iv
Below is 2 unconnected molecules or ions with the total composition C3H11N2, with properties calculated with ωB97M-V/def2-TZVPD.

Geometry as XYZ:
```
16
Properties=species:S:1:pos:R:3
C -1.60358 0.47297 -1.26479
H 1.70824 1.00432 1.49414
H -2.49954 0.81344 -0.75384
H 3.01699 -0.50078 2.51405
C 2.27733 -0.78706 1.79251
H 0.42384 0.72928 -0.73042
H 2.21148 -1.85116 1.58336
H -0.61662 1.04006 0.48260
H -1.63816 0.85991 -2.27564
H -0.60609 -1.41580 -1.55940
N 1.52477 0.04356 1.21663
H -2.38782 -1.47369 -1.38809
H -0.37290 2.17204 -0.72358
H -1.38478 -1.24632 0.01363
C -1.45768 -1.02353 -1.05117
N -0.47184 1.17809 -0.51545
```

Molar mass: 75.1 g mol⁻¹
LUMO: -3.31 eV
E_HOMO: -14.39 eV
Frontier orbital gap: 11.08 eV
Charge: +1

Mulliken charges in e: -0.435 0.205 0.349 0.234 -0.288 0.375 0.243 0.383 0.343 0.357 -0.414 0.343 0.332 0.346 -1.039 -0.334

Going by the energies, version iii is most stable and the next is 0.240 eV up.